Here is a 2-piece molecular cluster, C6H12O overall from OMol25. Energies are from ωB97M-V with the def2-TZVPD basis set.

For the energy, the calculation gives -311.009991 Ha. The value obtained for the LUMO energy is 1.0 eV. As for the energy above the lowest of the compared OMol25 structures with the same formula, charge and spin: 1.3410 eV. For the largest force on an atom, the calculation gives 0.6 eV/Å. As for the SMILES: C=CCC.CC=O. The value obtained for the HOMO energy is -9.424 eV.

Each line ends with the Löwdin charge.
Geometry (Å):
C 2.06 -0.35 -0.36  -0.11
C 0.92 -1.37 -0.30  -0.27
C 0.33 -1.50 1.08  -0.20
C -0.97 -1.41 1.37  -0.01
O -2.01 0.33 -1.31  0.02
C -1.68 1.49 -1.22  -0.30
C -0.90 2.08 -0.07  -0.06
H 2.53 -0.35 -1.35  0.07
H 1.69 0.67 -0.16  0.05
H 2.83 -0.57 0.39  0.07
H 0.12 -1.10 -1.00  0.09
H 1.04 -1.69 1.89  0.10
H 1.30 -2.35 -0.61  0.11
H -1.34 -1.54 2.39  0.05
H -1.70 -1.21 0.59  0.05
H -1.95 2.20 -2.03  0.12
H -0.63 1.30 0.65  0.06
H -0.01 2.58 -0.45  0.08
H -1.52 2.85 0.42  0.08

Here is a 2-piece molecular cluster, C6H12O overall in a non-equilibrium geometry from OMol25. Energies are from ωB97M-V with the def2-TZVPD basis set.

For the energy, the calculation gives -310.929411 Ha. The value obtained for the LUMO energy is 0.9 eV. As for the energy above the lowest of the compared OMol25 structures with the same formula, charge and spin: 3.5337 eV. For the largest force on an atom, the calculation gives 1.8 eV/Å. As for the SMILES: CC(=O)C1CCC1.[H][H]. The value obtained for the HOMO energy is -8.988 eV.

Each line ends with the Löwdin charge.
Geometry (Å):
C -1.33 -1.35 1.26  -0.01
C -0.45 -0.17 0.90  -0.62
O -0.58 0.93 1.43  -0.03
C 0.59 -0.45 -0.06  -0.13
C 1.38 0.62 -0.78  -0.17
C 0.19 1.10 -1.60  -0.19
C -0.80 0.05 -1.13  -0.05
H -0.86 -1.82 2.12  0.09
H -1.46 -2.12 0.51  0.08
H -2.32 -1.04 1.59  0.09
H 1.25 0.85 2.10  0.06
H 1.90 0.49 2.06  0.08
H 0.96 -1.48 -0.16  0.15
H 1.83 1.43 -0.21  0.10
H 2.13 0.14 -1.40  0.11
H 0.36 1.06 -2.67  0.10
H -0.07 2.11 -1.30  0.11
H -0.93 -0.81 -1.76  0.10
H -1.81 0.47 -0.90  0.14

Here is one molecule with the formula C6H12O from OMol25. Energies are from ωB97M-V with the def2-TZVPD basis set.

For the energy, the calculation gives -310.949118 Ha. The value obtained for the LUMO energy is 1.1 eV. As for the energy above the lowest of the compared OMol25 structures with the same formula, charge and spin: 2.9974 eV. For the largest force on an atom, the calculation gives 0.5 eV/Å. The value obtained for the HOMO energy is -8.332 eV.

Each line ends with the Löwdin charge.
Geometry (Å):
C -0.77 -0.26 -2.64  -0.06
O 0.23 0.05 -1.67  -0.16
C 0.75 -0.97 -1.03  -0.05
C 1.60 -0.40 0.08  -0.22
C 0.83 -0.63 1.40  -0.22
C -0.63 -0.15 1.35  -0.27
C -0.78 1.35 1.13  -0.11
H -1.75 -0.02 -2.20  0.09
H -0.72 -1.32 -2.90  0.08
H -0.60 0.38 -3.51  0.09
H -1.14 -0.69 0.54  0.09
H 2.54 -0.96 0.12  0.10
H 1.82 0.67 -0.05  0.11
H 1.36 -0.11 2.21  0.11
H 0.84 -1.70 1.65  0.11
H -1.14 -0.44 2.28  0.11
H -0.34 1.92 1.97  0.08
H -0.27 1.67 0.22  0.06
H -1.83 1.64 1.05  0.07

Here is one molecule with the formula C6H12O from OMol25. Energies are from ωB97M-V with the def2-TZVPD basis set.

For the energy, the calculation gives -311.039755 Ha. The value obtained for the LUMO energy is 1.1 eV. As for the energy above the lowest of the compared OMol25 structures with the same formula, charge and spin: 0.5311 eV. For the largest force on an atom, the calculation gives 0.6 eV/Å. As for the SMILES: CCC(C=O)CC. The value obtained for the HOMO energy is -9.678 eV.

Each line ends with the Löwdin charge.
Geometry (Å):
C 1.52 1.87 0.92  -0.10
C 1.15 0.83 -0.14  -0.23
C -0.18 0.10 0.06  -0.35
C -0.58 -0.68 -1.20  -0.23
C -1.84 -1.49 -0.88  -0.10
C 0.00 -0.79 1.26  -0.26
O -0.39 -0.54 2.37  0.06
H 2.50 2.30 0.67  0.07
H 0.79 2.68 0.96  0.08
H 1.59 1.44 1.93  0.07
H 1.11 1.31 -1.13  0.11
H 1.93 0.07 -0.20  0.12
H -0.99 0.82 0.29  0.15
H 0.26 -1.29 -1.56  0.12
H -0.77 0.04 -2.01  0.11
H -2.58 -1.55 -1.68  0.07
H -2.37 -1.02 -0.04  0.08
H -1.59 -2.51 -0.56  0.08
H 0.61 -1.71 1.06  0.14